1.
The following is a DFT calculation (wB97M-V/def2-TZVPD) of a structure of composition C3H8CrO2 at a distorted geometry.

Last column: Mulliken spin population.
Atoms and positions in Å:
H  0.438  2.158  1.442  0.00
H  2.096  1.479  1.341  0.00
O  0.102  -1.473  -1.444  0.01
H  -1.016  0.230  -1.871  0.00
O  0.681  0.474  0.265  -0.01
C  -0.678  0.019  0.253  -0.01
Cr  1.835  -0.730  -0.836  4.00
H  -1.908  -1.099  -1.097  0.00
H  -0.329  -2.504  -2.178  0.00
H  -0.804  -0.733  1.047  0.00
C  1.031  1.234  1.419  0.00
C  -0.946  -0.568  -1.117  -0.01
H  -1.349  0.868  0.446  0.01
H  0.849  0.645  2.328  0.00

Values from the calculation:
Energy relative to the best compared isomer or geometry (same formula, charge and spin), kcal/mol: 0.0
LUMO level (spin up / spin down), eV: -11.34 / -10.36
2S+1: 5
Total energy, eV: -35735.709
Charge: +2
Molar mass, g mol⁻¹: 128.09
HOMO (spin up / spin down), eV: -20.05 / -20.31



2.
The following is a DFT calculation (wB97M-V/def2-TZVPD) of the molecule C5H5N at a distorted geometry.

Last column: natural (NBO) charge in e.
Atoms and positions in Å:
H  1.986  -0.575  1.994  0.24
C  1.659  -0.739  0.967  -0.68
H  0.739  -1.355  0.994  0.23
C  0.190  1.005  -0.174  -0.04
C  1.153  0.460  0.309  0.07
H  2.412  -1.281  0.395  0.24
H  -1.907  1.396  0.170  0.27
C  -1.241  0.692  -0.334  -0.55
N  -2.007  0.215  -2.794  -0.31
H  -1.319  -0.282  0.191  0.25
C  -1.665  0.463  -1.718  0.29

Values from the calculation:
Energy relative to the best compared isomer or geometry (same formula, charge and spin), kcal/mol: 73.0
LUMO level, eV: 0.56
2S+1: 1
Total energy, eV: -6752.742
Molar mass, g mol⁻¹: 79.10
HOMO, eV: -10.02



3.
The following is a DFT calculation (wB97M-V/def2-TZVPD) of the molecule C7H8N2O2 at a distorted geometry.

Last column: natural (NBO) charge in e.
Atoms and positions in Å:
H  1.677  2.260  0.737  0.21
C  -1.758  -1.811  -0.366  0.06
C  1.065  1.453  0.256  -0.04
O  -0.265  1.576  0.657  -0.52
O  1.553  -1.140  -1.341  -0.71
H  1.621  -0.359  1.820  0.23
C  1.755  0.087  0.765  -0.52
H  1.312  -2.133  0.366  0.20
C  -2.437  1.302  -0.152  0.07
N  -1.804  1.341  -1.233  -0.29
C  -1.189  0.671  0.005  0.20
H  -3.297  1.392  0.499  0.23
C  -0.919  -0.779  0.138  -0.04
H  1.218  1.266  -0.844  0.15
H  1.251  -0.320  -1.783  0.47
H  2.780  0.308  0.747  0.21
C  1.321  -1.085  0.012  0.19
H  -2.166  -2.344  -1.189  0.22
N  -1.717  -1.685  0.905  -0.31

Values from the calculation:
Energy relative to the best compared isomer or geometry (same formula, charge and spin), kcal/mol: 194.9
LUMO level, eV: 0.91
2S+1: 1
Total energy, eV: -14456.006
Molar mass, g mol⁻¹: 152.15
HOMO, eV: -7.80



4.
The following is a DFT calculation (wB97M-V/def2-TZVPD) of a structure of composition C22H30ClN3O2 at a distorted geometry.

Last column: natural (NBO) charge in e.
Atoms and positions in Å:
C  -3.476  -2.876  0.258  -0.24
H  1.429  -1.597  2.302  0.18
C  -1.570  -0.895  -0.788  -0.44
H  4.460  3.128  -0.558  0.19
C  -2.904  -0.978  -1.382  -0.17
C  0.942  -2.379  -0.163  -0.17
C  1.478  0.149  0.887  -0.40
C  -5.776  1.347  -0.824  -0.17
H  -2.895  1.223  1.220  0.24
H  1.965  0.902  1.714  0.23
O  2.819  0.787  -1.748  -0.65
H  -6.635  0.571  -1.019  0.22
H  4.351  0.584  1.943  0.16
C  -3.860  3.053  0.159  -0.02
C  -4.909  3.539  -0.602  -0.23
H  -4.959  4.639  -0.571  0.23
C  -2.163  -2.940  0.157  -0.40
C  -3.591  1.724  0.413  -0.25
C  -4.510  -0.680  0.420  0.54
C  6.301  2.236  -0.057  -0.37
C  2.526  -0.602  -0.095  -0.32
Cl  -2.564  4.037  0.912  -0.03
H  6.984  1.511  1.734  0.24
H  -1.833  -3.959  0.833  0.25
N  -3.671  -1.343  -0.340  -0.40
H  0.443  -3.159  -0.877  0.20
H  -1.628  -1.379  1.226  0.21
H  -1.411  0.094  -0.370  0.23
H  6.910  2.929  -0.274  0.21
H  5.387  -0.364  1.015  0.20
C  6.056  1.777  1.338  -0.45
C  1.752  -1.456  -1.040  -0.35
C  5.112  0.770  0.963  -0.19
H  5.076  2.089  -2.192  0.25
N  0.100  -2.068  0.758  -0.47
H  -4.228  -3.423  -0.321  0.23
H  -1.860  -3.386  -0.990  0.18
N  4.295  1.008  -0.112  -0.45
H  1.675  -3.211  0.654  0.16
C  -4.606  0.633  0.073  -0.02
H  1.277  -0.876  -1.595  0.20
H  -4.053  -2.952  1.138  0.26
O  -5.276  -1.112  1.428  -0.65
H  5.628  2.576  1.673  0.20
C  -6.025  2.670  -0.964  -0.23
H  3.284  -1.127  0.474  0.22
H  -0.849  -1.038  -1.767  0.22
C  5.043  2.242  -0.823  -0.20
H  0.758  0.568  0.326  0.19
C  0.661  -1.100  1.528  -0.21
C  3.155  0.496  -0.620  0.67
H  2.634  -2.263  -1.635  0.21
H  -2.972  -1.847  -2.328  0.18
H  -6.743  2.911  -1.673  0.23
C  -1.352  -1.734  0.265  -0.08
H  -0.087  -0.770  2.289  0.20
H  7.154  1.420  -0.684  0.15
H  -3.249  -0.101  -1.687  0.23

Values from the calculation:
Energy relative to the best compared isomer or geometry (same formula, charge and spin), kcal/mol: 413.8
LUMO level, eV: 0.11
2S+1: 1
Total energy, eV: -44371.771
Molar mass, g mol⁻¹: 403.95
HOMO, eV: -8.50



5.
The following is a DFT calculation (wB97M-V/def2-TZVPD) of the ion C4H10NO2 with charge +1 at a distorted geometry.

Last column: natural (NBO) charge in e.
Atoms and positions in Å:
O  -0.827  -1.784  0.171  -0.70
C  -0.535  1.693  -0.009  0.40
H  1.625  -1.794  0.451  0.22
H  1.305  -2.363  -1.163  0.28
H  0.864  0.705  1.002  0.46
C  1.343  -1.425  -0.548  -0.68
O  0.175  2.837  0.133  -0.67
H  -0.312  -2.666  0.403  0.51
H  -0.704  0.088  1.302  0.47
H  0.224  3.341  -0.707  0.53
C  -1.694  1.623  -0.678  -0.44
N  -0.041  0.427  0.592  -0.58
H  -2.173  2.577  -1.153  0.27
H  -0.516  -0.436  -1.197  0.21
H  2.132  -0.652  -0.890  0.25
C  0.032  -0.821  -0.317  0.25
H  -2.133  0.620  -0.546  0.22

Values from the calculation:
Energy relative to the best compared isomer or geometry (same formula, charge and spin), kcal/mol: 69.9
LUMO level, eV: -3.24
2S+1: 1
Total energy, eV: -9886.555
Charge: +1
Molar mass, g mol⁻¹: 104.13
HOMO, eV: -14.26



6.
The following is a DFT calculation (wB97M-V/def2-TZVPD) of a structure of composition C25H40BO4Pd at a distorted geometry.

Last column: Mulliken spin population.
Atoms and positions in Å:
H  -0.724  -2.812  -0.040  -0.03
C  0.023  -0.704  -7.021  0.00
H  -0.205  1.148  -3.584  0.00
C  1.318  -1.468  -6.810  0.00
C  0.757  -1.999  -1.552  0.01
Pd  -0.260  -0.067  -0.918  0.49
H  2.803  0.973  -3.171  0.00
C  -2.351  0.826  -0.959  -0.11
H  2.682  -1.018  -2.140  0.00
C  0.514  1.739  3.988  0.00
C  -2.204  -0.714  0.783  0.28
H  2.798  3.858  1.356  0.00
H  -1.402  3.202  2.166  0.00
O  0.628  2.683  0.418  0.17
H  0.765  1.395  -2.087  0.02
H  -0.690  -2.025  -8.518  0.00
H  1.814  -0.003  -4.250  0.00
H  0.239  2.084  -6.380  0.00
C  -2.349  -0.601  -0.654  0.10
C  -0.430  1.256  -6.663  0.00
O  -0.310  0.057  -5.809  0.00
H  2.008  4.635  2.757  0.00
H  -1.240  -2.452  -6.890  0.00
C  1.968  1.026  -3.895  0.00
H  2.807  0.627  3.037  0.00
O  2.342  1.887  -5.018  0.00
H  2.930  -0.470  0.491  0.01
C  2.094  -0.977  0.025  0.13
H  1.289  3.651  -2.622  0.00
H  -0.135  3.527  -3.707  0.00
H  0.938  2.479  4.671  0.00
C  0.770  3.187  1.769  0.04
H  -2.108  -1.645  1.335  0.00
H  -0.847  0.486  -8.661  0.00
H  0.800  -1.548  1.781  -0.06
H  0.910  0.826  -8.441  0.00
C  1.969  -1.256  -1.359  0.05
H  -2.283  0.817  2.406  0.00
C  -2.249  0.580  1.343  -0.14
H  -2.625  2.573  0.402  0.00
C  0.159  -2.219  -0.249  0.21
H  2.702  3.834  -4.302  0.00
H  -0.574  1.850  3.991  0.00
H  -2.479  1.243  -1.954  -0.03
H  1.529  5.078  1.114  0.00
H  1.413  3.764  -5.528  0.00
H  -0.409  4.238  3.244  0.00
C  1.117  1.896  2.611  0.02
H  2.068  -0.881  -6.249  0.00
H  0.374  -2.399  -2.486  0.00
H  1.789  -1.748  -7.768  0.00
C  2.619  1.646  2.681  0.00
H  3.081  2.351  3.382  0.00
H  -0.701  4.736  1.566  0.00
B  0.374  1.314  0.517  0.34
C  1.851  4.244  1.745  0.00
C  0.734  1.601  -3.178  -0.02
C  0.842  3.096  -3.478  -0.01
C  1.848  3.203  -4.671  0.00
H  -1.971  -1.056  -7.763  0.00
C  0.975  -1.543  0.710  0.06
H  1.063  -2.406  -6.280  0.00
C  -0.016  0.529  -7.948  0.00
H  0.758  0.744  4.375  0.00
H  3.085  1.759  1.692  0.00
O  0.558  0.833  1.809  0.14
H  -1.481  1.577  -6.688  0.00
C  -0.525  3.864  2.214  0.00
H  -2.523  -1.391  -1.380  -0.01
C  -2.410  1.524  0.287  0.35
C  -1.053  -1.616  -7.562  0.00

Values from the calculation:
Energy relative to the best compared isomer or geometry (same formula, charge and spin), kcal/mol: 0.0
LUMO level (spin up / spin down), eV: 2.63 / 2.63
2S+1: 3
Total energy, eV: -38917.546
Charge: -1
Molar mass, g mol⁻¹: 521.82
HOMO (spin up / spin down), eV: -1.97 / -3.00



> Among the records above, which one has the highest energy relative to the best compared isomer or geometry (same formula, charge and spin)?

C22H30ClN3O2



> 2S+1 of number 5 (C4H10NO2)?

1